48
Properties=species:S:1:pos:R:3:forces:R:3 method="wB97M-V/def2-TZVPD" smiles="CCCCOc1ccc(NC(=O)CSc2cccc3cccnc23)cc1" homo_energy_ev=-7.7 de_lowest_kj_mol=5.91 charge=0
S 2.339811 -3.139983 -2.850971 0.151 -0.049 -0.030
O 2.721672 -2.428644 0.999736 0.011 0.032 0.337
O -0.138744 3.354128 1.815330 0.053 -0.083 0.130
N 0.347908 -3.100138 -0.603829 -0.061 0.040 0.006
N 2.226561 -0.988178 -0.711531 0.344 0.366 -0.338
C -1.994702 6.575683 1.407164 0.068 -0.099 0.249
C -0.772047 4.386747 1.090713 -0.159 0.282 0.041
C 1.636512 0.239328 1.325898 0.030 -0.074 0.071
C 1.018246 1.072811 -0.834935 0.119 -0.228 0.123
C 0.420007 2.316797 1.131118 0.116 -0.216 0.009
C 0.719448 -5.204610 -3.541678 0.193 0.329 0.198
C 1.035851 1.333795 1.907812 -0.196 0.304 -0.156
C 1.630070 0.094604 -0.060343 -0.102 0.178 0.102
C -0.936719 -5.027890 -1.303582 0.297 0.321 0.040
C -0.350927 -6.093677 -3.381235 -0.357 -0.165 0.133
C 0.418497 2.175265 -0.252015 -0.140 0.273 0.175
C -2.517825 7.588875 2.417664 0.035 -0.085 -0.246
C -1.485866 -3.854001 0.719464 -0.203 -0.283 -0.136
C -1.295090 5.407494 2.095543 0.079 -0.178 -0.414
C -1.741546 -4.875171 -0.154962 0.034 0.169 0.160
C -0.424023 -2.977826 0.438403 0.029 0.013 -0.026
C 0.971883 -4.236781 -2.601807 0.300 0.042 -0.197
C 3.155352 -3.153279 -1.220681 -0.212 -0.090 -0.284
C 0.131232 -4.103089 -1.470367 -0.633 -0.569 -0.106
C -1.156252 -6.021328 -2.277634 0.067 -0.095 -0.207
C 2.632234 -2.165854 -0.179787 0.369 -0.066 -0.452
H -2.553188 -5.569807 0.013231 -0.069 -0.033 0.038
H -3.013242 8.413470 1.910800 -0.064 0.117 0.038
H 2.108252 -0.512817 1.935686 0.034 -0.019 0.023
H 3.106445 -4.162379 -0.814884 0.045 0.117 0.095
H -0.455115 5.772534 2.688799 0.019 0.000 0.068
H 4.199508 -2.909758 -1.431077 -0.010 -0.042 0.060
H -2.826043 6.197391 0.807750 0.008 0.011 -0.091
H -0.522891 -6.847395 -4.134807 -0.044 -0.074 -0.042
H -0.057413 4.865354 0.405559 -0.066 -0.075 0.019
H -3.231597 7.120981 3.091686 -0.084 -0.006 0.106
H 2.137935 -0.976542 -1.721549 -0.062 -0.142 0.257
H -1.987080 4.905369 2.773706 -0.003 -0.015 0.069
H -1.294310 7.067627 0.728329 -0.020 -0.006 -0.091
H -0.045765 2.912455 -0.888006 -0.046 0.076 -0.026
H -1.974335 -6.713556 -2.140392 -0.068 -0.085 -0.008
H 1.033171 1.454602 2.979492 0.011 0.006 0.137
H 1.007490 0.972771 -1.911369 -0.003 -0.016 -0.112
H 1.358901 -5.279126 -4.407964 0.103 -0.045 -0.052
H -2.081751 -3.709518 1.606953 -0.060 0.004 0.067
H -1.604769 3.981164 0.497818 0.101 0.022 0.008
H -0.195282 -2.149370 1.095402 -0.009 0.063 0.156
H -1.700465 7.991476 3.011347 0.057 0.074 0.099